# 1
Here is 5 unconnected molecules or ions with the total composition C14H22Br2NO12 at a distorted geometry from the OMol25 dataset. Energies are from the ωB97M-V functional and the def2-TZVPD basis.

Structure (XYZ):
```
51
Properties=species:S:1:pos:R:3:mulliken_charge:R:1
N -1.3211 1.0926 -1.0352 0.892
O -1.2984 -0.0653 -1.5226 -0.628
O -1.0794 2.0773 -1.7689 -0.675
O -1.5459 1.2493 0.1900 -0.574
Br -3.1977 0.8585 5.2221 -0.186
C -3.0439 0.1645 3.3771 -0.638
C -3.7900 1.0110 2.3763 -0.307
Br -5.7093 0.9659 2.7423 -0.143
H -3.3570 -0.8773 3.3928 0.424
H -1.9742 0.1112 3.1822 0.334
H -3.5065 0.6397 1.3881 0.199
H -3.4020 2.0267 2.3474 0.311
C -1.1481 4.2980 1.1581 -1.348
C -0.1242 5.1601 0.4890 0.384
C 0.8072 4.4261 -0.4934 -0.075
O 1.0376 5.4073 -1.4760 -0.346
C 0.0957 6.3605 -1.4328 0.624
O -0.0067 7.2431 -2.2217 -0.568
O -0.7113 6.1546 -0.3710 -0.396
H -0.6446 3.5524 1.7690 0.366
H -1.8206 3.8338 0.4376 0.307
H -1.8383 4.9080 1.7499 0.435
H 0.5058 5.7275 1.1832 0.222
H 0.3906 3.4826 -0.8525 0.085
H 1.7002 4.1738 0.0848 0.292
C 5.0113 -3.1725 -1.8644 -1.624
C 3.6026 -2.9189 -1.3550 0.810
C 3.4786 -1.6142 -0.5746 -0.497
O 2.3589 -0.9484 -1.1812 -0.334
C 1.9610 -1.6357 -2.2648 0.637
O 1.0413 -1.3580 -2.9680 -0.479
O 2.7240 -2.7254 -2.4526 -0.405
H 5.4839 -2.2761 -2.2787 0.383
H 5.0208 -3.8381 -2.7309 0.353
H 5.6357 -3.6041 -1.0830 0.385
H 3.3979 -3.8166 -0.7686 0.185
H 4.3412 -0.9600 -0.6948 0.372
H 3.3222 -1.7767 0.4902 0.254
C -2.5284 -2.8976 0.0891 -1.357
C -1.1499 -3.0482 -0.5266 0.730
C 0.0115 -2.6925 0.3981 -0.299
O 0.9113 -3.8201 0.2132 -0.387
C 0.2212 -4.8584 -0.2335 0.627
O 0.5449 -6.0073 -0.2182 -0.596
O -0.9366 -4.4341 -0.8087 -0.427
H -2.7755 -1.8507 0.2620 0.160
H -2.5335 -3.4667 1.0242 0.398
H -3.2948 -3.3335 -0.5494 0.352
H -1.0918 -2.4499 -1.4375 0.246
H -0.2651 -2.7270 1.4528 0.404
H 0.4893 -1.7513 0.1449 0.120
```

As for the LUMO energy: 2.3280 eV. The orbital gap is 8.02 eV. Its total charge is -1. The multiplicity is 1.

# 2
Here is C2H10P2Si in the gas phase at a distorted geometry from the OMol25 dataset. Energies are from the ωB97M-V functional and the def2-TZVPD basis.

Structure (XYZ):
```
15
Properties=species:S:1:pos:R:3:mulliken_charge:R:1
C -1.6838 0.3589 -0.0999 -1.185
C 1.0055 0.7379 1.1088 -0.396
Si -0.6925 0.7202 1.5219 0.409
P 1.3757 -1.9762 -1.8996 -0.115
P 1.4400 -0.1439 -0.3649 -0.093
H -1.0574 0.5541 -0.9213 0.291
H -2.1527 -0.5863 -0.2241 0.362
H -2.5490 0.9596 -0.1098 0.383
H 1.8540 0.5048 1.8048 0.364
H -0.9458 2.0694 2.1629 -0.134
H -1.0564 -0.3283 2.4132 -0.129
H 0.6312 -2.6933 -1.0594 0.041
H 0.3190 -1.1878 -2.2742 0.047
H 2.7746 0.3961 -0.8099 0.105
H 0.7377 0.6148 -1.2485 0.050
```

As for the LUMO energy (alpha / beta): 0.7937 / -1.8334 eV. The orbital gap (alpha / beta) is 6.68 / 8.17 eV. Its total charge is 0. The multiplicity is 3.

# 3
Here is C3H6BN in the gas phase at a distorted geometry from the OMol25 dataset. Energies are from the ωB97M-V functional and the def2-TZVPD basis.

Structure (XYZ):
```
11
Properties=species:S:1:pos:R:3:mulliken_charge:R:1
B -0.2254 -0.6484 -1.2083 0.174
C 0.6500 0.0262 0.2298 -0.327
C 0.0241 0.8589 -0.8908 -0.510
C -0.2992 0.0361 2.5348 -0.255
N 0.0806 -0.0933 1.4122 -0.004
H -1.2430 -1.1072 -0.8968 -0.101
H 1.7236 0.0273 0.1513 0.395
H 0.8112 1.1659 -1.5540 0.238
H -0.9140 1.5253 -0.8099 0.242
H 0.3453 -1.1653 -1.9733 -0.115
H -0.9533 -0.6254 3.0049 0.264
```

As for the LUMO energy (alpha / beta): 0.8493 / -2.3359 eV. The orbital gap (alpha / beta) is 7.40 / 8.08 eV. Its total charge is 0. The multiplicity is 3.

# 4
Here is a molecular structure, C4H8O3 at a distorted geometry from the OMol25 dataset. Energies are from the ωB97M-V functional and the def2-TZVPD basis.

Structure (XYZ):
```
15
Properties=species:S:1:pos:R:3:mulliken_charge:R:1
C 0.0681 -0.3700 -0.0282 1.607
C -1.3843 -0.7438 0.0265 -1.368
C 0.8313 -0.2207 1.2564 -1.384
C 0.8269 -0.8339 -1.1730 -0.424
O 0.1387 1.2792 -0.8498 -0.354
O -0.5461 2.4737 -0.3739 -0.411
O 1.1517 -1.8904 -1.6543 -0.470
H 0.1800 3.1174 -0.3932 0.313
H 0.9113 0.3101 -1.7005 0.348
H -1.4857 -1.7421 0.4702 0.358
H -1.8324 -0.7729 -0.9678 0.357
H -1.9440 -0.0291 0.6338 0.363
H 1.8593 0.1003 1.0801 0.363
H 0.8740 -1.1912 1.7663 0.363
H 0.3513 0.5135 1.9074 0.340
```

As for the LUMO energy: 0.5850 eV. The orbital gap is 9.86 eV. Its total charge is 0. The multiplicity is 1.